one) 17
Properties=species:S:1:pos:R:3 method="wB97M-V/def2-TZVPD" total_charge=-1 gap_ev=7.52 lumo_energy_ha=0.128
O 1.04 1.20 2.56
C -1.29 -0.88 -1.02
H 0.47 0.36 -2.54
N -1.54 0.56 -1.94
C -0.52 0.51 -2.98
N -0.14 0.13 0.92
H -0.59 1.47 -3.49
C 0.99 0.20 1.84
H 0.34 -1.73 0.20
H -2.13 -0.97 -0.33
H -1.23 -1.73 -1.71
C -0.03 -0.78 -0.19
H 0.80 -0.40 -0.80
H -0.53 -0.24 -3.80
O 1.69 -0.84 1.83
H -0.57 1.02 0.77
H -2.04 -0.31 -1.98

two) 17
Properties=species:S:1:pos:R:3 method="wB97M-V/def2-TZVPD" total_charge=-1 gap_ev=7.27 lumo_energy_ha=0.146
C -0.44 1.03 0.80
H 2.51 -2.06 0.49
H -0.30 -1.10 -0.05
H -2.20 0.10 0.71
O 1.02 -3.30 0.09
C 0.92 0.24 0.84
H 1.73 0.78 0.36
C 1.43 -2.15 0.28
C -1.08 0.95 -1.87
H -0.69 1.24 1.85
O -0.66 2.10 -1.96
N 0.70 -1.05 0.20
H -2.11 0.67 -2.15
H 1.23 0.07 1.88
N -1.49 0.39 0.08
H -0.18 2.01 0.39
H -0.39 0.10 -1.92

three) 17
Properties=species:S:1:pos:R:3 method="wB97M-V/def2-TZVPD" total_charge=-1 gap_ev=2.90 lumo_energy_ha=-0.026
C -2.64 -1.22 2.46
N 0.67 -1.74 -0.71
C -0.85 -0.74 1.02
O 2.56 4.56 -4.80
O 4.50 4.26 -3.66
C 0.29 -1.77 0.62
H -2.79 -1.75 3.40
H -1.69 -0.96 0.35
H -3.30 -0.34 2.53
H -3.05 -1.86 1.66
H 2.78 3.35 -3.21
H 1.11 -1.70 1.35
H 0.98 -0.80 -0.98
H -0.12 -2.79 0.69
N -1.27 -0.87 2.33
C 3.28 4.11 -3.90
H -0.46 0.27 0.86

The most stable structure shown above is two); the least stable is three).